1.
This record from the Open Molecules 2025 dataset describes a cluster of 4 separate species, C2H14N2O3 in total. The level of theory is ωB97M-V/def2-TZVPD.

The energy relative to the best compared isomer or geometry (same formula, charge and spin) is 50.9 kcal per mole. The SMILES is CNCN.O.O.O. As for the total energy: -419.75883 Eh. The value obtained for the LUMO energy is 0.31 eV. Its HOMO-LUMO gap is 9.71 eV.

CARTESIAN COORDINATES (ANGSTROEM)
C -1.13942 0.13741 2.69966
N -1.10859 -0.12187 1.25495
C -0.42622 0.84243 0.44465
N -0.42262 0.63134 -1.00108
H -1.60773 -0.75163 3.20859
H -1.61890 1.17228 3.00196
H -0.08312 -0.07076 3.23384
H -2.09924 -0.24230 0.91517
H -0.83783 1.87393 0.67481
H 0.60998 0.70983 0.77430
H -1.14986 1.25530 -1.58497
H -0.53783 -0.35926 -1.27673
H -0.45892 -2.37835 0.34019
H -0.38930 -2.88886 -1.07484
O -0.85263 -3.00176 -0.24772
H 1.28950 2.46069 -0.79365
H 2.35507 2.05383 -1.61210
O 1.87682 2.81841 -1.53582
H 2.78626 -1.85794 -2.71636
H 1.44859 -1.26191 -2.25237
O 2.36598 -1.02081 -2.45247

Here are the natural (NBO) charges for atoms 1 to 5, given in e: -0.445, -0.665, -0.053, -0.871, 0.221

2.
This record from the Open Molecules 2025 dataset describes an isolated molecule of C6H5NO. The level of theory is ωB97M-V/def2-TZVPD.

The energy relative to the best compared isomer or geometry (same formula, charge and spin) is 37.8 kcal per mole. The SMILES is O=C1Cc2cccn21. As for the total energy: -361.52397 Eh. The value obtained for the LUMO energy is 0.45 eV. Its HOMO-LUMO gap is 9.40 eV.

CARTESIAN COORDINATES (ANGSTROEM)
C 1.48585 -0.89666 -0.09568
C 0.97328 -0.81874 1.32669
C -0.35231 -0.26142 0.70599
C -1.32558 0.74440 0.62282
C -1.29724 1.01363 -0.82717
C -0.35609 0.37428 -1.60626
H 1.03805 -1.92623 1.85860
H 1.35081 0.14980 1.99849
H -2.15130 1.13814 1.21084
H -1.95040 1.73165 -1.23914
H -0.06238 0.47948 -2.60461
N 0.22809 -0.36859 -0.57740
O 2.41921 -1.35974 -0.77318

Here are the natural (NBO) charges for atoms 1 to 5, given in e: 0.700, -0.522, 0.159, -0.308, -0.229

3.
This record from the Open Molecules 2025 dataset describes an isolated molecule of C22H23N3O4S. The level of theory is ωB97M-V/def2-TZVPD.

The energy relative to the best compared isomer or geometry (same formula, charge and spin) is 52.3 kcal per mole. The SMILES is CCOc1ccccc1N(CC(=O)NCc1ccncc1)S(=O)(=O)c1ccccc1. As for the total energy: -1715.54848 Eh. The value obtained for the LUMO energy is 0.67 eV. Its HOMO-LUMO gap is 9.14 eV.

CARTESIAN COORDINATES (ANGSTROEM)
C 4.54738 0.87653 0.54847
C 4.01830 -0.42330 -0.04102
O 2.59884 -0.43221 -0.13742
C 2.01987 0.49455 -0.97556
C 2.37281 0.60177 -2.31237
C 1.75400 1.52637 -3.13436
C 0.77277 2.34869 -2.61328
C 0.39900 2.24084 -1.28593
C 1.00962 1.31051 -0.44504
N 0.63669 1.19453 0.89390
S 0.91711 -0.15460 1.87863
O -0.19478 -0.13485 2.80737
O 2.19998 -0.11949 2.51249
C 0.63848 -1.61178 0.87998
C -0.34189 -1.59542 -0.08974
C -0.61234 -2.75950 -0.79277
C 0.08710 -3.91941 -0.50178
C 1.05675 -3.92510 0.48936
C 1.33480 -2.76329 1.18935
H 2.08539 -2.72489 1.96235
H 1.59509 -4.83276 0.71687
H -0.12662 -4.82489 -1.04960
H -1.37481 -2.75679 -1.55680
H -0.88149 -0.68546 -0.30103
C 0.08711 2.35115 1.58046
C -1.42116 2.51254 1.32566
O -1.88283 3.45451 0.70955
N -2.14712 1.51173 1.83903
H -1.64738 0.75721 2.30768
C -3.54763 1.32472 1.51847
C -3.65928 0.29614 0.42385
C -3.28865 0.62280 -0.87721
C -3.30966 -0.36981 -1.84266
N -3.66621 -1.61994 -1.59441
C -4.02664 -1.92736 -0.36034
C -4.03689 -1.01492 0.68317
H -4.32960 -1.31886 1.67643
H -4.31286 -2.95890 -0.20142
H -3.02244 -0.15984 -2.86480
H -2.98454 1.62872 -1.12176
H -4.08333 1.00427 2.41483
H -3.93364 2.29029 1.17894
H 0.60300 3.25742 1.24981
H 0.26071 2.20421 2.64806
H -0.36519 2.89595 -0.90344
H 0.28759 3.08137 -3.23960
H 2.04200 1.60203 -4.17135
H 3.14398 -0.04228 -2.70675
H 4.46962 -0.61936 -1.02180
H 4.24010 -1.25915 0.62512
H 4.08349 1.03599 1.51840
H 4.31003 1.71447 -0.10487
H 5.62537 0.81487 0.66889

Here are the natural (NBO) charges for atoms 1 to 5, given in e: -0.649, -0.045, -0.551, 0.269, -0.245

Copy entry 1 word for word.
This record from the Open Molecules 2025 dataset describes a cluster of 4 separate species, C2H14N2O3 in total. The level of theory is ωB97M-V/def2-TZVPD.

The energy relative to the best compared isomer or geometry (same formula, charge and spin) is 50.9 kcal per mole. The SMILES is CNCN.O.O.O. As for the total energy: -419.75883 Eh. The value obtained for the LUMO energy is 0.31 eV. Its HOMO-LUMO gap is 9.71 eV.

CARTESIAN COORDINATES (ANGSTROEM)
C -1.13942 0.13741 2.69966
N -1.10859 -0.12187 1.25495
C -0.42622 0.84243 0.44465
N -0.42262 0.63134 -1.00108
H -1.60773 -0.75163 3.20859
H -1.61890 1.17228 3.00196
H -0.08312 -0.07076 3.23384
H -2.09924 -0.24230 0.91517
H -0.83783 1.87393 0.67481
H 0.60998 0.70983 0.77430
H -1.14986 1.25530 -1.58497
H -0.53783 -0.35926 -1.27673
H -0.45892 -2.37835 0.34019
H -0.38930 -2.88886 -1.07484
O -0.85263 -3.00176 -0.24772
H 1.28950 2.46069 -0.79365
H 2.35507 2.05383 -1.61210
O 1.87682 2.81841 -1.53582
H 2.78626 -1.85794 -2.71636
H 1.44859 -1.26191 -2.25237
O 2.36598 -1.02081 -2.45247

Here are the natural (NBO) charges for atoms 1 to 5, given in e: -0.445, -0.665, -0.053, -0.871, 0.221

What is the formula in the third record?
C22H23N3O4S

What is the total energy in the third record?
-1715.54848 Eh